The following is a quantum chemistry calculation of an isolated molecule of C9H9NS, from OMol25.

Calculated values
LUMO (alpha / beta) (Ha): -0.034 / -0.034
HOMO-LUMO gap (alpha / beta) (eV): 6.29 / 6.29
E_HOMO (alpha / beta) (eV): -7.21 / -7.22
2S+1: 1

Each line ends with the natural charge from an NBO analysis.
Geometry (Å):
C  -3.14  0.34  0.27  -0.174
C  -3.05  -1.05  0.03  -0.284
C  -2.13  1.22  0.13  -0.305
C  -1.73  -1.52  -0.28  -0.197
C  -0.79  0.80  -0.14  0.195
C  -0.67  -0.67  -0.33  -0.297
C  3.47  -0.09  -0.52  -0.464
C  2.87  -0.03  0.92  -0.462
C  2.01  -0.02  -0.26  0.002
N  0.30  1.55  -0.19  -0.675
S  0.92  -1.18  -0.87  0.458
H  -4.12  0.72  0.78  0.210
H  -3.96  -1.73  0.08  0.226
H  -2.46  2.26  0.16  0.216
H  -1.59  -2.62  -0.43  0.221
H  4.02  0.81  -0.82  0.246
H  3.88  -1.09  -0.94  0.235
H  3.00  -0.99  1.50  0.235
H  3.10  0.87  1.59  0.253
H  0.07  2.44  -0.66  0.363


The following is a quantum chemistry calculation of a cluster of 2 separate species, C4H8O2 in total, from OMol25.

Calculated values
LUMO (alpha / beta) (Ha): 0.138 / 0.132
Total charge: -1
HOMO-LUMO gap (alpha / beta) (eV): 3.37 / 6.20
⟨S²⟩: 0.7629
E_HOMO (alpha / beta) (eV): 0.40 / -2.60
2S+1: 2

Each line ends with the Mulliken spin population.
Geometry (Å):
C  1.00  -1.85  -0.08  0.399
C  0.85  -0.53  0.29  -0.063
O  2.06  0.19  0.06  0.045
C  -0.17  0.20  0.92  0.152
C  -0.12  1.53  1.31  0.454
H  1.82  -2.16  -0.61  -0.009
H  0.25  -2.66  0.15  -0.004
H  1.83  0.97  -0.38  0.006
H  -1.15  -0.20  0.86  0.018
H  0.66  2.24  1.42  -0.025
H  -1.08  1.77  1.75  0.012
H  -1.33  0.58  -2.22  -0.014
H  -2.77  -0.06  -1.83  -0.015
O  -1.84  -0.02  -1.65  0.046


The following is a quantum chemistry calculation of a cluster of 2 separate species, C25H35N2O3 in total, from OMol25.

Calculated values
LUMO (Ha): -0.142
Total charge: +1
HOMO-LUMO gap (eV): 7.01
E_HOMO (eV): -10.89
2S+1: 1

Each line ends with the natural charge from an NBO analysis.
Geometry (Å):
C  -1.62  1.75  3.26  -0.262
O  -0.34  1.18  3.60  -0.495
C  0.44  1.00  2.52  0.815
O  0.07  1.34  1.40  -0.648
C  1.78  0.41  2.87  -0.127
C  2.65  1.48  3.57  -0.394
C  4.03  1.39  2.92  -0.415
C  3.95  0.26  1.89  -0.205
N  2.52  -0.03  1.71  -0.467
C  2.16  -1.20  1.02  0.283
C  1.10  -1.34  0.15  -0.198
C  1.01  -2.54  -0.72  -0.441
C  1.93  -3.74  -0.44  -0.391
C  2.48  -3.74  0.98  -0.396
C  3.09  -2.38  1.29  -0.452
H  -2.13  1.85  4.22  0.208
H  -1.49  2.72  2.77  0.200
H  -2.17  1.07  2.60  0.187
H  1.58  -0.43  3.57  0.204
H  2.22  2.48  3.43  0.222
H  2.66  1.25  4.64  0.231
H  4.29  2.33  2.43  0.221
H  4.80  1.17  3.67  0.226
H  4.43  0.53  0.93  0.209
H  4.51  -0.61  2.29  0.180
H  0.23  -0.62  0.18  0.290
H  -0.03  -2.90  -0.69  0.196
H  1.22  -2.27  -1.76  0.216
H  1.38  -4.65  -0.66  0.224
H  2.77  -3.68  -1.15  0.204
H  1.69  -3.98  1.69  0.204
H  3.24  -4.52  1.06  0.224
H  4.01  -2.26  0.69  0.229
H  3.40  -2.39  2.35  0.228
C  -6.42  -0.05  -1.26  -0.083
C  -5.14  -0.85  -1.17  -0.243
N  -3.98  0.03  -1.30  -0.347
C  -2.75  -0.49  -1.04  0.184
C  -1.57  0.24  -0.99  -0.379
C  -0.26  -0.36  -1.22  -0.033
C  0.74  0.48  -1.96  -0.136
C  1.54  -0.01  -3.01  -0.178
C  2.62  0.74  -3.48  -0.210
C  2.86  2.03  -2.97  -0.178
C  1.99  2.56  -2.02  -0.223
C  0.94  1.79  -1.52  -0.111
C  -4.15  1.43  -1.67  -0.264
C  -5.36  1.67  -2.57  -0.075
O  -6.42  0.73  -2.47  -0.512
H  -7.29  -0.71  -1.38  0.226
H  -6.53  0.59  -0.36  0.174
H  -5.09  -1.39  -0.21  0.213
H  -5.13  -1.60  -1.98  0.215
H  -2.75  -1.58  -0.86  0.213
H  -1.62  1.30  -0.75  0.236
H  -0.44  -1.27  -1.81  0.245
H  1.33  -0.99  -3.45  0.215
H  3.29  0.32  -4.23  0.230
H  3.72  2.61  -3.31  0.229
H  2.12  3.57  -1.62  0.226
H  0.28  2.19  -0.75  0.223
H  -4.28  2.05  -0.77  0.208
H  -3.25  1.77  -2.20  0.236
H  -5.80  2.66  -2.34  0.191
H  -5.06  1.67  -3.63  0.198


The following is a quantum chemistry calculation of a structure of composition C2H2CdF, from OMol25.

Calculated values
LUMO (Ha): 0.138
Total charge: -1
HOMO-LUMO gap (eV): 7.34
E_HOMO (eV): -3.59
2S+1: 1

Each line ends with the natural charge from an NBO analysis.
Geometry (Å):
F  1.48  -0.30  -2.16  -0.846
C  0.75  0.03  -0.13  -0.023
C  -0.40  0.49  0.01  -0.539
H  1.57  -0.55  0.36  0.202
H  -1.20  0.91  -0.59  0.211
Cd  -2.21  -0.58  2.51  -0.004


The following is a quantum chemistry calculation of an isolated molecule of C5H4N2OS2, from OMol25.

Calculated values
SMILES: O=C1/C=N\C=C/SC(=S)N1
LUMO (Ha): -0.022
HOMO-LUMO gap (eV): 8.44
E_HOMO (eV): -9.03
2S+1: 1

Each line ends with the natural charge from an NBO analysis.
Geometry (Å):
O  -1.24  1.89  1.50  -0.525
C  -0.80  0.77  1.26  0.628
C  -1.59  -0.04  0.29  0.020
N  -1.25  -0.20  -0.96  -0.354
C  0.05  0.11  -1.24  -0.025
C  1.09  -0.64  -0.84  -0.408
S  0.84  -1.96  0.37  0.325
C  0.57  -1.19  1.96  -0.107
S  0.80  -2.02  3.38  -0.024
N  0.30  0.14  1.92  -0.670
H  -2.61  -0.44  0.42  0.233
H  0.03  0.72  -2.08  0.221
H  2.09  -0.72  -1.16  0.241
H  0.56  0.77  2.77  0.446


The records above give, respectively, total energy values of -801.11269 -307.58782 -1308.48427 -344.90964 -1173.98389 Ha.
The records above give, respectively, molar mass values of 163.25 88.11 411.57 157.45 172.23 Da.